(1)
{"formula": "C20H12BrNO11RhS3", "method": "wB97M-V/def2-TZVPD", "total_charge": -1, "e_homo_ev": [-6.5, -6.5], "species": ["Rh", "O", "S", "O", "O", "C", "C", "C", "C", "C", "C", "S", "O", "O", "O", "H", "H", "H", "H", "O", "S", "O", "N", "C", "O", "C", "C", "C", "C", "C", "C", "H", "H", "H", "H", "Br", "C", "C", "C", "C", "C", "C", "C", "O", "O", "H", "H", "H", "H"], "positions_angstrom": [[0.515, -0.202, 0.443], [3.240, -0.100, -1.587], [3.520, 0.225, -0.221], [4.780, -0.276, 0.277], [2.426, -0.142, 0.746], [3.650, 2.024, -0.084], [4.930, 2.512, 0.128], [5.170, 3.877, 0.099], [4.121, 4.751, -0.140], [2.836, 4.261, -0.299], [2.599, 2.896, -0.265], [0.870, 2.363, -0.417], [0.169, 3.572, -0.761], [0.900, 1.297, -1.407], [0.559, 1.808, 0.940], [5.712, 1.793, 0.316], [6.172, 4.254, 0.242], [4.298, 5.813, -0.198], [1.990, 4.907, -0.471], [-2.427, 3.695, -1.921], [-2.347, 3.084, -0.629], [-2.198, 3.950, 0.506], [-1.482, 1.720, -0.606], [-2.096, 0.694, 0.006], [-1.433, -0.331, 0.409], [-3.500, 0.867, 0.132], [-4.502, -0.032, 0.551], [-5.814, 0.362, 0.481], [-6.177, 1.637, 0.021], [-5.192, 2.551, -0.369], [-3.890, 2.155, -0.313], [-4.215, -1.010, 0.900], [-6.600, -0.318, 0.779], [-7.219, 1.917, -0.028], [-5.458, 3.543, -0.703], [0.394, -4.701, 3.241], [0.418, -5.177, 1.419], [0.399, -6.515, 1.075], [0.407, -6.886, -0.263], [0.432, -5.908, -1.255], [0.458, -4.578, -0.913], [0.456, -4.184, 0.437], [0.475, -2.759, 0.736], [0.401, -2.257, 1.875], [0.573, -1.967, -0.281], [0.375, -7.260, 1.853], [0.394, -7.933, -0.527], [0.429, -6.199, -2.296], [0.481, -3.794, -1.655]], "forces_ev_per_a": [[0.243, 1.094, -0.721], [-0.337, -0.010, -0.043], [1.436, 0.010, -0.155], [-0.379, 0.114, 0.265], [0.982, -0.310, 0.333], [0.254, -0.831, -0.058], [-0.004, 0.070, -0.002], [-0.112, -0.022, -0.052], [0.068, -0.039, 0.039], [-0.143, -0.059, -0.055], [-0.793, 0.194, -0.020], [0.976, 2.553, 0.413], [1.008, -0.095, 0.047], [-0.057, -2.209, 0.555], [0.173, -0.162, 0.456], [0.132, 0.006, -0.056], [0.079, 0.015, 0.038], [0.020, 0.140, 0.029], [-0.002, 0.142, 0.025], [0.247, -0.180, -0.268], [-2.542, -0.471, -0.121], [0.277, -0.223, 0.202], [-0.863, -1.490, 1.064], [3.028, 1.407, -1.072], [-1.751, 0.404, -0.296], [-3.637, 0.524, 0.138], [1.568, 0.482, -0.338], [-0.939, 0.648, -0.171], [0.584, -0.306, 0.072], [-0.741, -0.090, 0.166], [1.321, -0.849, 0.521], [-0.020, -0.180, 0.058], [-0.020, -0.084, 0.047], [-0.099, -0.012, 0.007], [0.003, 0.096, -0.050], [0.002, -0.563, 0.368], [0.024, 0.638, -0.160], [-0.008, -0.252, -0.228], [0.012, 0.389, 0.120], [-0.020, -0.505, -0.038], [0.022, 0.430, 0.562], [-0.081, -1.321, -0.305], [0.080, 1.687, 0.103], [0.002, 0.915, -0.853], [-0.016, -1.485, -0.510], [0.002, -0.083, 0.091], [-0.012, -0.092, -0.023], [0.018, 0.008, -0.049], [0.016, -0.044, -0.074]]}

(2)
{"formula": "C10H6HgNO5S", "method": "wB97M-V/def2-TZVPD", "total_charge": 1, "e_homo_ev": -10.3, "species": ["O", "C", "Hg", "O", "C", "C", "O", "C", "O", "C", "O", "H", "S", "C", "N", "C", "C", "C", "C", "H", "H", "H", "H", "H"], "positions_angstrom": [[0.759, -5.288, -2.106], [0.323, -4.472, -1.450], [0.000, 0.000, 0.000], [-1.327, -2.607, 0.646], [-0.838, -1.593, 0.423], [1.054, 1.341, -0.712], [1.732, 2.136, -1.188], [-1.180, 0.217, -1.406], [-1.880, 0.319, -2.311], [1.397, -0.469, 1.116], [2.286, -0.792, 1.767], [0.775, -0.901, -1.037], [-1.334, 1.233, 1.624], [-0.722, 2.737, 1.667], [-0.772, 3.544, 0.569], [-0.313, 4.826, 0.611], [0.214, 5.346, 1.798], [0.269, 4.539, 2.934], [-0.200, 3.227, 2.872], [-1.176, 3.186, -0.328], [-0.363, 5.449, -0.272], [0.570, 6.366, 1.837], [0.663, 4.931, 3.863], [-0.172, 2.606, 3.761]], "forces_ev_per_a": [[-0.619, 1.111, 0.919], [0.647, -1.091, -0.941], [-0.714, 1.296, 1.647], [1.472, 2.305, -0.867], [-7.771, -12.861, 4.448], [7.815, 11.771, -4.911], [-0.977, -1.996, 0.553], [-10.505, 2.655, -11.179], [1.795, -0.573, 1.762], [11.146, -3.146, 10.287], [-1.867, 0.445, -1.863], [2.367, -2.653, -3.168], [-3.585, 0.136, 2.605], [-0.256, 0.629, 0.578], [0.208, 0.679, -0.955], [0.774, 0.971, 1.485], [-0.565, -0.279, -1.662], [-0.429, -1.447, 0.154], [1.104, 2.124, 0.293], [0.341, 0.402, 1.456], [-0.153, -0.336, -0.094], [-0.081, -0.054, -0.200], [-0.016, -0.001, -0.006], [-0.132, -0.087, -0.339]]}

no.,maximum force (eV Å⁻¹)
1,3.7
2,15.7